Below is 8 unconnected molecules or ions with the total composition H17O8 in a non-equilibrium geometry, with properties calculated with ωB97M-V/def2-TZVPD.

## Properties
energy relative to the best compared isomer or geometry (same formula, charge and spin): 152.4 kJ/mol
LUMO: -0.1320 Ha
total charge: +1

Geometry (Å):
O  -0.288  -0.574  -0.613
H  -0.194  -1.396  -0.134
H  -1.242  -0.378  -0.758
H  0.130  0.198  -0.103
O  2.997  1.177  0.124
H  2.553  1.200  0.976
H  3.074  0.232  -0.057
O  -2.885  0.248  -0.436
H  -3.210  -0.005  0.452
H  -3.666  0.321  -0.941
O  -0.006  2.297  0.143
H  0.378  3.022  -0.340
H  -0.104  2.519  1.061
O  2.720  -1.694  -0.452
H  2.638  -1.803  -1.394
H  3.076  -2.454  0.048
O  -2.257  3.154  -1.546
H  -1.602  2.477  -1.514
H  -1.878  3.685  -2.247
O  0.487  -0.221  1.947
H  0.843  -1.110  2.141
H  -0.427  -0.265  2.268
O  -0.305  -3.242  0.283
H  -1.198  -3.466  0.663
H  0.360  -3.928  0.426



Below is 9 unconnected molecules or ions with the total composition H17O9 in a non-equilibrium geometry, with properties calculated with ωB97M-V/def2-TZVPD.

## Properties
energy relative to the best compared isomer or geometry (same formula, charge and spin): 205.6 kJ/mol
LUMO: 0.1157 Ha
total charge: -1

Geometry (Å):
O  0.377  -1.470  2.721
H  2.919  -0.496  -0.992
H  -2.514  2.262  -1.757
O  2.206  -0.293  1.415
H  2.154  0.946  -3.076
O  -0.091  2.002  2.085
H  -0.604  2.094  2.885
H  0.167  1.076  1.882
O  1.350  1.091  -3.569
H  0.392  -0.373  -0.121
H  -2.763  -1.206  -0.950
O  -2.272  2.096  -0.852
H  1.206  -1.947  2.629
H  0.744  1.449  -2.914
O  -0.162  0.362  0.163
H  -3.200  -0.049  -1.915
H  2.997  0.046  1.010
O  3.550  -1.131  -0.643
H  3.070  -1.606  0.037
H  1.460  0.293  1.174
O  -1.762  -1.713  0.384
H  -0.978  -1.154  0.071
H  -2.069  -1.006  0.972
O  -3.247  -0.995  -1.775
H  -1.347  1.935  -0.609
H  -0.251  -2.036  2.252



Below is a molecular structure, H18MgNO12 in a non-equilibrium geometry, with properties calculated with ωB97M-V/def2-TZVPD.

## Properties
energy relative to the best compared isomer or geometry (same formula, charge and spin): 44.1 kJ/mol
LUMO: -0.1757 Ha
total charge: +1

Geometry (Å):
Mg  -27.839  -30.030  -7.203
N  -25.090  -28.982  -8.707
O  -24.134  -29.733  -8.706
O  -26.146  -29.407  -8.110
O  -25.093  -27.851  -9.178
O  -27.053  -29.859  -5.481
H  -27.393  -29.310  -4.764
H  -26.060  -29.982  -5.298
O  -20.915  -29.007  -9.712
H  -21.840  -29.283  -9.777
H  -20.485  -29.679  -9.174
O  -24.430  -30.084  -5.499
H  -24.053  -30.029  -4.610
H  -23.796  -29.624  -6.067
O  -26.128  -25.502  -7.846
H  -26.978  -25.123  -8.087
H  -26.087  -26.394  -8.222
O  -28.618  -30.403  -9.000
H  -29.518  -30.321  -9.345
H  -28.038  -30.525  -9.770
O  -24.543  -32.527  -8.025
H  -24.210  -31.618  -8.064
H  -24.548  -32.819  -8.943
O  -28.606  -28.185  -7.292
H  -28.709  -27.667  -8.103
H  -29.180  -27.758  -6.639
O  -22.449  -26.569  -8.930
H  -23.326  -26.940  -9.079
H  -21.846  -27.279  -9.200
O  -23.444  -29.453  -12.062
H  -24.059  -28.936  -11.531
H  -23.039  -28.808  -12.653



Number 1: E_HOMO -13.69 eV. Number 2: E_HOMO -5.37 eV. Number 3: E_HOMO -12.32 eV.